{
  "formula": "C16H28Cl2NO5",
  "method": "the ωB97M-V functional and the def2-TZVPD basis",
  "species": ["C", "C", "C", "O", "C", "C", "C", "O", "C", "O", "C", "C", "C", "N", "C", "C", "C", "O", "C", "O", "C", "H", "H", "H", "H", "H", "H", "H", "H", "H", "H", "H", "H", "H", "H", "H", "H", "H", "H", "H", "H", "H", "H", "H", "H", "H", "H", "C", "Cl", "Cl", "H", "H"],
  "xyz": [[4.1237, -1.2492, 0.6387], [4.0933, -0.9760, -0.9693], [2.6375, -1.4817, -1.4720], [2.0181, -0.5795, -2.4334], [0.6189, -0.3795, -2.1744], [-0.3968, -1.6147, -2.2333], [-0.7823, -2.2400, -0.8139], [-1.9121, -1.6020, -0.1641], [-3.1402, -2.2768, -0.4142], [-3.9877, -1.6490, -1.1017], [-3.5406, -3.7214, 0.1167], [-3.5512, -3.8672, 1.7129], [0.1826, 0.5714, -3.4145], [-0.6037, 1.5940, -3.0659], [-0.8499, 1.4562, -1.5902], [-1.0473, 2.7636, -0.6884], [-1.5967, 2.2801, 0.7565], [-1.0219, 3.1394, 1.7967], [-0.1800, 2.2992, 2.5992], [1.0222, 2.1814, 2.3114], [0.4644, 0.7369, -1.0341], [5.1532, -1.5628, 1.0019], [3.4065, -2.1042, 0.9332], [3.7133, -0.3113, 1.1537], [4.9240, -1.6282, -1.4020], [4.2805, 0.1210, -1.1977], [1.9800, -1.5044, -0.5417], [2.6744, -2.5179, -1.9515], [-1.3664, -1.3056, -2.7503], [0.0836, -2.4528, -2.8513], [-1.0923, -3.3335, -1.0170], [0.0653, -2.2931, -0.0579], [-4.5187, -4.0667, -0.3699], [-2.7390, -4.4611, -0.2676], [-3.5592, -4.9695, 2.0424], [-2.6271, -3.3860, 2.1879], [-4.5027, -3.3499, 2.0953], [0.5045, 0.4055, -4.5063], [-0.9843, 2.3413, -3.6728], [-1.7613, 0.7508, -1.5669], [-0.0450, 3.2958, -0.5925], [-1.8081, 3.4684, -1.1727], [-2.7492, 2.2893, 0.7844], [-1.2869, 1.2126, 1.0132], [-0.6350, 1.7537, 3.5004], [1.2939, 1.4813, -1.3366], [0.5429, 0.4577, 0.0627], [1.6237, 5.2429, 4.2964], [0.8897, 5.3544, 5.9009], [3.3863, 5.3198, 4.3939], [1.3365, 4.2975, 3.8408], [1.2666, 6.0703, 3.6854]],
  "forces_ev_per_angstrom": [[-0.654, 0.140, -0.368], [-0.369, -1.289, 0.879], [0.613, -0.038, 0.648], [-1.089, -0.818, 0.417], [0.246, 2.071, -1.187], [0.302, -0.393, 0.624], [0.019, -1.690, -0.190], [-0.474, -1.345, -0.471], [-3.648, 1.752, -2.319], [3.224, -1.983, 2.515], [1.672, -0.853, 0.127], [-0.363, 0.287, 0.019], [-0.759, 1.172, -0.369], [2.545, -2.665, 0.455], [-0.900, 0.223, 2.610], [-0.702, -0.443, -0.587], [-0.233, -0.200, -0.514], [0.330, -2.107, 0.777], [2.930, 0.380, -1.148], [-4.010, 0.290, 1.028], [-0.173, 0.143, -2.362], [-1.310, 0.782, -0.395], [1.143, 1.180, -0.616], [0.886, -1.355, -0.453], [-1.237, 1.092, 0.187], [-0.353, -1.477, 0.191], [0.785, -0.101, -1.203], [0.069, 1.294, 0.826], [1.205, -0.414, 0.667], [-0.616, 1.330, 0.773], [0.700, 1.614, 0.235], [-0.962, 0.335, -1.127], [1.432, 1.012, 0.757], [-1.135, 1.128, 0.491], [-0.110, 1.719, -0.714], [-1.349, -0.582, -0.745], [1.539, -0.801, -0.325], [-0.543, 0.258, 1.815], [0.336, -0.784, 0.387], [1.177, 1.129, 0.482], [-1.371, -0.694, 0.050], [1.057, -0.856, 0.797], [1.840, 0.292, 0.034], [-0.474, 1.202, -0.802], [0.214, 0.953, -1.273], [-1.026, -1.172, 0.972], [-0.441, 0.261, -1.579], [-0.083, 0.018, -0.166], [-0.114, -0.032, -0.067], [-0.031, -0.027, -0.123], [0.163, 0.108, 0.157], [0.103, -0.045, 0.185]],
  "energy_ev": -53807.1425,
  "e_lumo_ev": -4.43,
  "homo_lumo_gap_ev": 8.05,
  "e_homo_ev": -12.48,
  "total_charge": 1,
  "molar_mass_g_mol": 385.31
}